[1]
Here is an isolated ion of composition C5H8N3 and charge +1 at a distorted geometry from the OMol25 dataset. Energies are from wB97M-V/def2-TZVPD.

## Properties
orbital gap (alpha / beta)	0.279 / 0.279	hartree
energy relative to the best compared isomer or geometry (same formula, charge and spin)	96.92	kcal per mole
electronic energy	-9774.339	eV

The geometry in ORCA input format:
```
! wB97M-V def2-TZVPD RIJCOSX def2/J DEFGRID3
* xyz 1 1
C -1.1405 2.0708 -0.8745
C -1.1906 -1.3311 0.8026
C -0.4761 0.7729 -0.8620
C 0.4900 0.4211 0.2525
C 1.9116 -0.0760 -0.2126
N -1.3653 3.1895 -0.9551
N 0.0087 -0.7079 0.9802
N -1.9079 -1.0170 -0.1980
H -1.2931 -2.2050 1.4530
H -0.2640 0.4430 -1.8543
H 0.5455 1.1890 1.1763
H 1.8351 -1.0705 -0.5467
H 2.6690 -0.0133 0.5310
H 2.3142 0.6063 -1.0171
H 0.7766 -1.1113 1.6010
H -2.9132 -1.1607 -0.2762
*
```

---

[2]
Here is a 2-piece molecular cluster, C30H31NO2 overall at a distorted geometry from the OMol25 dataset. Energies are from wB97M-V/def2-TZVPD.

## Properties
orbital gap	0.187	hartree
electronic energy	-37196.899	eV

The geometry in ORCA input format:
```
! wB97M-V def2-TZVPD RIJCOSX def2/J DEFGRID3
* xyz 0 1
C 3.5652 -1.4719 2.5105
C 2.7935 -0.1757 2.6933
C 1.4500 -0.2877 3.1459
C 0.4017 0.6704 2.9486
C -0.9970 0.1406 2.8281
C -1.3220 -1.2181 2.7737
C -2.6272 -1.6521 2.5712
C -3.6532 -0.7077 2.4455
C -3.3524 0.6699 2.5089
C -2.0419 1.0889 2.7018
O 0.5644 1.9054 2.8781
O 3.4289 0.8762 2.4610
H 2.9231 -2.3497 2.5042
H 4.1001 -1.4097 1.5579
H 4.3040 -1.5702 3.3172
H 1.1532 -1.3176 3.3478
H -0.5590 -1.9812 2.8701
H -2.8418 -2.7216 2.5122
H -4.6890 -1.0255 2.3185
H -4.1309 1.4357 2.4115
H -1.8044 2.1531 2.7546
C 3.4541 5.5272 4.0858
C 2.2651 4.9159 3.3418
C 1.4057 6.0098 2.6938
C 2.7612 3.9872 2.2298
C 1.4267 4.1602 4.3805
N 0.1371 4.4683 4.6055
C -0.4298 3.6269 5.5608
C 0.5579 2.7114 5.9684
C 0.1878 1.6381 6.7792
C -1.1141 1.5825 7.3011
C -2.0754 2.5292 6.9012
C -1.7476 3.5330 5.9719
C 1.7799 3.0397 5.2202
C 2.9106 2.2338 5.1529
C 3.5129 1.5397 6.2450
C 3.2144 1.8716 7.5948
C 3.7276 1.1289 8.6450
C 4.4853 -0.0218 8.3718
C 4.8830 -0.8990 9.5060
C 4.8688 -0.3359 7.0578
C 4.4114 0.4503 6.0127
H 4.0485 4.7388 4.5663
H 4.1096 6.1133 3.4222
H 3.0745 6.1994 4.8644
H 0.5564 5.5773 2.1494
H 1.0390 6.7245 3.4382
H 2.0018 6.5772 1.9651
H 1.9546 3.3242 1.9033
H 3.1071 4.5589 1.3528
H 3.5780 3.3314 2.5419
H -0.4222 5.1688 4.1160
H 0.9058 0.8523 7.0073
H -1.3935 0.8167 8.0334
H -3.0860 2.4871 7.3079
H -2.4740 4.2513 5.5818
H 3.3643 2.0963 4.1803
H 2.5874 2.7446 7.7963
H 3.5235 1.4174 9.6855
H 5.5145 -1.7117 9.1405
H 5.4235 -0.3322 10.2746
H 3.9973 -1.3318 9.9889
H 5.4920 -1.2286 6.8933
H 4.6999 0.2475 4.9801
*
```

---

[3]
Here is C42H100N8O12S as an isolated structure at a distorted geometry from the OMol25 dataset. Energies are from wB97M-V/def2-TZVPD.

## Properties
orbital gap	0.333	hartree
electronic energy	-92491.096	eV

The geometry in ORCA input format:
```
! wB97M-V def2-TZVPD RIJCOSX def2/J DEFGRID3
* xyz 0 1
C 3.1965 6.3907 6.0638
C 2.3610 5.2158 5.3217
C 2.8631 4.5733 3.9881
C 1.9772 3.4902 3.3231
C 0.6066 3.0152 3.9682
C 0.1839 3.6937 5.2936
C -1.2162 3.3402 6.0414
C -2.1940 4.5973 5.7046
C -2.8402 4.4137 4.2445
O -4.1859 5.0123 4.4232
S -4.1365 6.0545 5.7641
O -3.4536 7.3433 5.3516
O -5.4795 6.1308 6.4060
O -3.1824 4.9901 6.6953
C 1.0326 4.8053 6.0206
H 3.0260 7.3272 5.4185
H 2.7701 6.6271 7.0945
H 4.3124 6.1641 6.0959
H 3.8519 4.9065 3.5367
H 2.3387 3.0548 2.3370
H -0.0572 2.2158 3.4836
H -1.6486 2.3686 5.6172
H -1.0646 3.3049 7.1818
H -1.5463 5.5448 5.5937
H -2.8694 3.3438 3.8212
H -2.3494 5.1878 3.5493
H 0.6637 5.2836 6.9865
C -0.2790 -2.8910 0.4509
C -0.9622 -1.5430 0.6638
C -0.0875 -0.3380 0.2652
O 0.9406 -0.0211 1.2045
C 2.1006 -0.8324 1.0919
N -1.4050 -1.4491 2.0613
H 0.4551 -3.1186 1.2265
H -1.0182 -3.6976 0.4696
H 0.2235 -2.9278 -0.5199
H -1.8500 -1.5277 0.0217
H -0.7304 0.5487 0.2289
H 0.3305 -0.4569 -0.7417
H 2.3163 -1.1091 0.0559
H 1.9976 -1.7223 1.7166
H 2.9507 -0.2622 1.4762
H -1.9520 -0.5970 2.1742
H -0.5761 -1.2814 2.6321
C -6.6828 -5.5621 -0.2377
C -5.6107 -5.4174 -1.3141
C -4.1786 -5.3262 -0.7504
O -3.8486 -4.0626 -0.1819
C -4.3227 -3.8758 1.1435
N -5.9349 -4.2586 -2.1554
H -6.9010 -4.6197 0.2681
H -7.6214 -5.9064 -0.6818
H -6.3863 -6.2968 0.5163
H -5.6579 -6.3168 -1.9382
H -3.4795 -5.4623 -1.5831
H -3.9725 -6.1351 -0.0388
H -4.3072 -4.8021 1.7250
H -5.3272 -3.4472 1.1256
H -3.6691 -3.1517 1.6380
H -5.2796 -4.2263 -2.9346
H -5.7121 -3.4207 -1.6178
C 4.3184 -0.0124 -5.0801
C 3.5295 -1.1516 -4.4410
C 2.1570 -0.7198 -3.8898
O 2.2135 -0.0037 -2.6582
C 2.5274 1.3727 -2.7958
N 4.3567 -1.7772 -3.4003
H 4.7805 0.6465 -4.3419
H 5.1278 -0.4126 -5.6954
H 3.6796 0.5933 -5.7296
H 3.3457 -1.8941 -5.2236
H 1.5813 -1.6266 -3.6724
H 1.5806 -0.1594 -4.6356
H 2.1041 1.8056 -3.7065
H 3.6091 1.5178 -2.7663
H 2.1051 1.9027 -1.9373
H 3.8718 -2.6017 -3.0486
H 4.3690 -1.1447 -2.5997
C 1.0309 -6.8235 -6.3544
C 0.3540 -5.4727 -6.1394
C 1.2332 -4.2708 -6.5398
O 2.2641 -3.9581 -5.6073
C 3.4229 -4.7700 -5.7198
N -0.0857 -5.3784 -4.7416
H 1.7652 -7.0541 -5.5802
H 0.2885 -7.6266 -6.3341
H 1.5313 -6.8624 -7.3260
H -0.5350 -5.4527 -6.7794
H 0.5933 -3.3821 -6.5745
H 1.6484 -4.3920 -7.5474
H 3.6352 -5.0481 -6.7558
H 3.3225 -5.6594 -5.0943
H 4.2739 -4.1989 -5.3382
H -0.6293 -4.5245 -4.6260
H 0.7444 -5.2149 -4.1715
C 9.5113 -0.3173 -6.2830
C 8.7566 -1.0188 -5.1569
C 9.4423 -2.3092 -4.6646
O 9.2860 -3.4278 -5.5327
C 10.1773 -3.4430 -6.6356
N 7.3787 -1.2728 -5.5940
H 9.3730 -0.8052 -7.2497
H 9.1549 0.7109 -6.3947
H 10.5831 -0.2728 -6.0701
H 8.7239 -0.3242 -4.3101
H 8.9681 -2.6041 -3.7223
H 10.5023 -2.1419 -4.4379
H 11.1583 -3.0320 -6.3814
H 9.7413 -2.9060 -7.4807
H 10.3128 -4.4824 -6.9459
H 6.8477 -1.6440 -4.8058
H 7.4075 -2.0510 -6.2534
C -5.0670 12.3786 6.1460
C -4.4067 11.0043 6.0734
C -3.2253 10.8348 7.0496
O -2.0253 11.4874 6.6426
C -1.9874 12.8756 6.9279
N -4.0028 10.7436 4.6870
H -4.4868 13.1515 5.6381
H -6.0485 12.3530 5.6638
H -5.2182 12.6880 7.1841
H -5.1673 10.2668 6.3521
H -2.9759 9.7692 7.0943
H -3.4987 11.1314 8.0697
H -2.4988 13.1207 7.8630
H -2.4105 13.4435 6.0965
H -0.9395 13.1721 7.0241
H -3.6598 9.7864 4.6216
H -3.1753 11.3099 4.4993
C -1.6852 -11.0296 1.8636
C -3.1838 -10.8149 2.0569
C -3.7280 -9.5695 1.3286
O -3.4187 -8.3328 1.9645
C -2.1127 -7.8469 1.6986
N -3.4759 -10.7703 3.4949
H -1.0814 -10.3593 2.4782
H -1.4094 -12.0499 2.1453
H -1.3994 -10.8883 0.8174
H -3.6914 -11.6879 1.6320
H -4.8218 -9.6305 1.3282
H -3.4193 -9.5501 0.2763
H -1.7814 -8.0812 0.6829
H -1.4079 -8.2387 2.4350
H -2.1278 -6.7593 1.8101
H -4.4858 -10.7336 3.6230
H -3.1557 -9.8663 3.8427
C -2.4229 5.0348 -2.6458
C -1.2676 4.2460 -2.0355
C -1.7082 2.9385 -1.3473
O -2.3179 3.1184 -0.0765
C -3.6860 3.4842 -0.1133
N -0.5301 5.1194 -1.1143
H -3.0022 5.5791 -1.8976
H -2.0425 5.7782 -3.3522
H -3.1020 4.3763 -3.1948
H -0.5964 3.9710 -2.8569
H -0.8109 2.3402 -1.1544
H -2.3481 2.3341 -2.0017
H -4.2238 3.0211 -0.9452
H -3.7826 4.5713 -0.1502
H -4.1462 3.1480 0.8197
H 0.3003 4.6266 -0.7896
H -1.0958 5.2200 -0.2713
*
```

---

Q: The lowest electronic energy belongs to which entry?
A: C42H100N8O12S

---

Q: Which value of electronic energy does entry 3 give?
A: -92491.096 eV

---

Copy entry 2 word for word.
Here is a 2-piece molecular cluster, C30H31NO2 overall at a distorted geometry from the OMol25 dataset. Energies are from wB97M-V/def2-TZVPD.

## Properties
orbital gap	0.187	hartree
electronic energy	-37196.899	eV

The geometry in ORCA input format:
```
! wB97M-V def2-TZVPD RIJCOSX def2/J DEFGRID3
* xyz 0 1
C 3.5652 -1.4719 2.5105
C 2.7935 -0.1757 2.6933
C 1.4500 -0.2877 3.1459
C 0.4017 0.6704 2.9486
C -0.9970 0.1406 2.8281
C -1.3220 -1.2181 2.7737
C -2.6272 -1.6521 2.5712
C -3.6532 -0.7077 2.4455
C -3.3524 0.6699 2.5089
C -2.0419 1.0889 2.7018
O 0.5644 1.9054 2.8781
O 3.4289 0.8762 2.4610
H 2.9231 -2.3497 2.5042
H 4.1001 -1.4097 1.5579
H 4.3040 -1.5702 3.3172
H 1.1532 -1.3176 3.3478
H -0.5590 -1.9812 2.8701
H -2.8418 -2.7216 2.5122
H -4.6890 -1.0255 2.3185
H -4.1309 1.4357 2.4115
H -1.8044 2.1531 2.7546
C 3.4541 5.5272 4.0858
C 2.2651 4.9159 3.3418
C 1.4057 6.0098 2.6938
C 2.7612 3.9872 2.2298
C 1.4267 4.1602 4.3805
N 0.1371 4.4683 4.6055
C -0.4298 3.6269 5.5608
C 0.5579 2.7114 5.9684
C 0.1878 1.6381 6.7792
C -1.1141 1.5825 7.3011
C -2.0754 2.5292 6.9012
C -1.7476 3.5330 5.9719
C 1.7799 3.0397 5.2202
C 2.9106 2.2338 5.1529
C 3.5129 1.5397 6.2450
C 3.2144 1.8716 7.5948
C 3.7276 1.1289 8.6450
C 4.4853 -0.0218 8.3718
C 4.8830 -0.8990 9.5060
C 4.8688 -0.3359 7.0578
C 4.4114 0.4503 6.0127
H 4.0485 4.7388 4.5663
H 4.1096 6.1133 3.4222
H 3.0745 6.1994 4.8644
H 0.5564 5.5773 2.1494
H 1.0390 6.7245 3.4382
H 2.0018 6.5772 1.9651
H 1.9546 3.3242 1.9033
H 3.1071 4.5589 1.3528
H 3.5780 3.3314 2.5419
H -0.4222 5.1688 4.1160
H 0.9058 0.8523 7.0073
H -1.3935 0.8167 8.0334
H -3.0860 2.4871 7.3079
H -2.4740 4.2513 5.5818
H 3.3643 2.0963 4.1803
H 2.5874 2.7446 7.7963
H 3.5235 1.4174 9.6855
H 5.5145 -1.7117 9.1405
H 5.4235 -0.3322 10.2746
H 3.9973 -1.3318 9.9889
H 5.4920 -1.2286 6.8933
H 4.6999 0.2475 4.9801
*
```